1.
Entry from the Open Molecules 2025 dataset: a molecular structure, C28H38MgN4O3P2S in a non-equilibrium geometry (ωB97M-V/def2-TZVPD).

```
77
Properties=species:S:1:pos:R:3:forces:R:3
Mg -0.36416 -2.43071 0.26941 -0.26 1.11 0.88
C -1.08931 2.36862 -1.04892 -0.66 -0.35 -0.70
C -1.56213 1.65085 -2.09047 0.22 0.00 1.52
C -0.88154 1.30123 -3.37994 -0.36 -0.25 -0.65
C 0.29315 0.29873 -3.35189 -0.41 0.51 -0.69
C 1.60449 0.85989 -2.88970 0.02 -0.51 1.25
C 1.84558 2.01179 -2.24646 0.21 -0.23 -0.34
C 1.01788 3.27958 -2.22788 0.08 0.35 0.41
C 0.01681 3.37715 -1.06943 0.27 -0.25 0.01
C 1.59833 -2.58789 0.72305 -0.12 -0.77 -0.92
H -1.57755 2.28018 -0.07001 -0.28 0.18 -0.56
H -2.53756 1.14692 -1.96788 0.69 0.05 0.30
H -0.59293 2.17123 -3.97659 -0.14 -0.24 -0.01
H -1.65472 0.76726 -3.93258 0.07 0.11 -0.13
H -0.03694 -0.60578 -2.78346 0.58 0.62 -0.04
H 0.43034 -0.06554 -4.38694 -0.14 0.03 0.19
H 2.40348 0.11172 -2.92595 -0.06 0.22 0.33
H 2.78026 2.07652 -1.66580 -0.20 0.06 -0.67
H 0.48250 3.46540 -3.17274 0.51 -0.06 0.40
H 1.72965 4.11309 -2.05899 -0.34 -0.33 -0.40
H 0.55377 3.31438 -0.11571 0.00 0.15 -0.06
H -0.44566 4.37719 -1.12570 0.08 -0.24 0.22
H 1.96616 -2.41757 1.72955 -0.21 -0.07 0.02
H 2.00456 -1.86835 -0.00038 0.34 -0.46 0.16
H 1.66024 -3.63554 0.40651 1.21 0.12 0.07
P 1.34859 -1.14685 -7.65356 2.30 -0.08 -3.07
P -1.94029 -0.69560 -7.46294 -1.78 1.78 -2.52
N 2.75700 -0.09416 -7.78990 0.34 0.78 0.66
N 2.05685 -2.40310 -8.77814 -0.61 -0.71 0.50
N -2.23116 1.06114 -7.56087 0.55 0.44 0.71
N -3.54362 -1.09670 -8.12185 -0.46 -0.97 -0.28
C 0.41136 -0.31421 -9.03996 -0.58 0.25 0.07
C -1.05632 -0.75398 -9.12737 0.04 -0.48 0.43
C 3.49115 0.42212 -6.71425 0.55 0.58 -0.87
C 4.50093 1.24956 -7.20824 -0.89 -0.93 0.25
C 4.40611 1.21495 -8.63116 -0.61 -0.36 -0.18
C 3.32298 0.42180 -8.95536 0.21 0.24 0.31
C 2.27852 -3.72204 -8.37714 0.09 -0.16 -1.08
C 2.71166 -4.46728 -9.47397 -0.09 0.67 0.78
C 2.82396 -3.56892 -10.57244 -0.55 0.84 0.48
C 2.37505 -2.33253 -10.13498 0.13 -0.65 0.09
C -2.11893 1.85889 -6.42080 0.21 0.82 -0.77
C -2.03784 3.19527 -6.79055 -0.41 -1.20 -0.19
C -2.21003 3.24038 -8.20849 0.23 -1.33 -0.05
C -2.27953 1.92669 -8.65719 0.11 0.74 0.50
C -4.33670 -0.38033 -9.02614 -0.59 -0.89 0.26
C -5.47086 -1.11807 -9.33254 1.26 0.14 0.60
C -5.35966 -2.36178 -8.63236 0.49 0.14 0.08
C -4.16780 -2.33941 -7.93142 -0.37 0.75 -0.26
H 0.84275 -0.50352 -10.03048 0.07 0.02 0.57
H 0.50933 0.77174 -8.88994 -0.28 -0.22 0.21
H -1.57360 -0.13973 -9.88107 0.05 -0.39 0.46
H -1.14915 -1.80146 -9.47025 0.19 0.29 0.15
H 3.23363 0.16140 -5.70211 -0.04 0.01 0.06
H 5.22008 1.81346 -6.62799 -0.14 -0.22 -0.01
H 5.06823 1.69117 -9.35553 -0.35 -0.08 0.34
H 2.87592 0.21300 -9.91792 0.37 0.10 0.29
H 2.10367 -4.01660 -7.35207 -0.02 0.02 -0.12
H 2.90371 -5.53188 -9.50710 0.11 0.20 0.21
H 3.19723 -3.76180 -11.57336 -0.23 -0.08 0.25
H 2.22275 -1.43815 -10.72129 0.27 -0.31 0.14
H -2.15314 1.41114 -5.44600 0.17 0.04 -0.20
H -1.85396 4.03201 -6.14171 -0.24 0.04 0.16
H -2.29063 4.11267 -8.83991 0.14 -0.06 0.06
H -2.38574 1.56095 -9.66860 0.10 0.21 0.25
H -4.05736 0.59069 -9.37461 -0.09 0.11 0.11
H -6.26513 -0.78730 -9.98423 0.04 -0.07 0.07
H -6.08612 -3.16795 -8.65904 0.30 0.13 0.07
H -3.69240 -3.08504 -7.31387 -0.13 0.01 0.08
C -0.35108 -0.15227 3.25988 0.17 0.00 0.17
S -1.31537 -0.55549 1.80344 -0.09 -0.43 -0.75
O -2.52315 0.22472 1.87869 0.63 -0.20 -0.18
O -0.45416 -0.37775 0.57821 -0.96 0.28 0.92
O -1.54681 -2.05270 1.81787 -0.32 0.47 0.23
H -1.04162 0.39938 3.91138 0.37 -0.13 -0.18
H 0.51872 0.45568 2.97159 -0.46 -0.12 0.01
H 0.00991 -1.05733 3.76985 -0.25 0.22 -0.40
```
Positions in Å, forces in eV/Å.

Frontier orbital gap (Eh): 0.2655
Relative energy (zero: lowest compared OMol25 entry of this formula, charge and spin) (kJ/mol): 101.8
Spin multiplicity: 1
Energy (hartree): -2815.37741

---

2.
Entry from the Open Molecules 2025 dataset: a molecular structure, C46H47As2BrCdCl6NO11S in a non-equilibrium geometry (ωB97M-V/def2-TZVPD).

```
116
Properties=species:S:1:pos:R:3:forces:R:3
Cd 0.75827 -0.45839 0.27928 0.15 -0.04 0.16
Cl 2.04728 -0.45456 3.45240 0.00 -0.18 0.31
C 2.52559 -1.83300 2.54042 0.04 -0.16 -0.25
C 1.98433 -2.00249 1.26755 0.19 -0.33 0.34
C 2.48723 -3.08331 0.54952 -0.12 0.12 0.21
Cl 1.93771 -3.28470 -1.06939 -0.01 -0.27 -0.34
C 3.42369 -3.98307 1.05302 -0.03 0.16 0.07
Cl 3.99512 -5.29424 0.10063 0.05 -0.16 -0.10
C 3.91304 -3.79436 2.34007 -0.09 0.13 -0.07
Cl 5.07764 -4.87792 2.98935 0.09 -0.08 0.08
C 3.46915 -2.70432 3.08216 -0.03 0.02 -0.04
Cl 4.11186 -2.42964 4.65013 0.11 0.03 0.24
C -0.19419 -4.52522 -5.89764 0.18 0.22 -0.04
C 0.87471 -3.45002 -6.11366 -0.04 -0.03 -0.14
C 2.23487 -4.15566 -6.22332 -0.18 0.08 -0.01
C 0.56493 -2.71217 -7.42216 0.03 -0.14 0.11
C 0.92139 -2.44115 -4.97534 -0.13 -0.08 0.02
C 0.00726 -2.42948 -3.94103 -0.06 -0.08 0.10
C 0.17715 -1.55862 -2.88413 -0.28 0.28 0.29
Br -1.14725 -1.62875 -1.45370 0.29 -0.04 -0.49
C 1.26388 -0.67330 -2.73816 -0.19 -0.37 -0.35
O 1.50408 -0.01211 -1.66186 0.34 0.18 -0.15
C 2.10662 -0.58841 -3.89619 0.00 0.17 0.16
C 1.91956 -1.46527 -4.94109 -0.09 -0.10 0.02
C 3.22083 0.45515 -3.92462 0.16 0.11 0.06
C 2.62191 1.83859 -3.62914 0.03 -0.07 0.06
C 4.26638 0.11248 -2.85556 -0.13 0.03 0.03
C 3.93124 0.52767 -5.28173 -0.17 -0.04 0.25
H -0.16513 -5.24425 -6.71581 0.00 -0.04 -0.07
H -1.18808 -4.08706 -5.87071 -0.18 0.02 0.03
H -0.02187 -5.06158 -4.96833 -0.02 -0.09 0.14
H 2.20362 -4.92563 -6.99282 0.00 -0.09 -0.13
H 2.49234 -4.62539 -5.27680 0.05 -0.06 0.11
H 3.02382 -3.45451 -6.47968 0.13 0.07 -0.01
H 0.53284 -3.40897 -8.25802 0.00 -0.09 -0.15
H 1.31993 -1.95955 -7.63129 0.10 0.12 -0.06
H -0.39766 -2.21115 -7.34690 -0.11 0.06 -0.03
H -0.83567 -3.09913 -3.91713 -0.07 -0.16 -0.02
H 2.58626 -1.40607 -5.78403 0.17 0.01 -0.13
H 2.11293 1.80721 -2.66894 -0.09 0.04 0.02
H 1.90860 2.11535 -4.40510 -0.08 0.05 -0.06
H 3.40889 2.59137 -3.58473 0.14 0.08 -0.06
H 3.80177 0.10388 -1.87636 0.02 -0.02 0.06
H 5.06748 0.85068 -2.84696 0.12 0.10 -0.04
H 4.69711 -0.86927 -3.04213 0.08 -0.13 -0.05
H 3.22188 0.72613 -6.08231 -0.05 0.00 -0.16
H 4.46848 -0.39362 -5.49696 0.05 -0.11 -0.09
H 4.65773 1.33837 -5.26605 0.07 0.08 0.04
Cl 7.50832 -0.00730 2.32067 0.17 -0.12 0.04
C 5.93101 0.64418 1.99976 -0.14 0.03 -0.07
C 5.09656 0.00486 1.10026 0.04 0.02 -0.02
C 3.84214 0.53736 0.85380 -0.12 0.25 -0.04
C 3.41538 1.69032 1.49761 -0.24 0.15 -0.16
C 4.28941 2.33512 2.36560 -0.06 0.02 -0.08
C 5.54401 1.81460 2.63019 -0.04 -0.01 0.08
C 2.01455 2.28441 1.29623 0.83 0.35 0.14
O 1.91774 3.51037 1.34029 0.13 0.15 0.18
O 1.03974 1.49363 1.14401 -0.65 -0.32 -0.05
H 5.41956 -0.89589 0.60091 0.06 -0.09 -0.06
H 3.19082 0.06117 0.13376 0.17 -0.03 0.00
H 3.96851 3.26066 2.82045 -0.03 0.05 0.08
H 6.21478 2.29728 3.32714 0.03 0.03 -0.01
S -0.94988 1.91334 -1.52009 -0.18 -0.51 -0.35
C -0.48200 3.34552 -0.83181 -0.07 0.12 -0.37
N 0.54510 4.04886 -1.40275 -0.04 -0.15 0.36
C 0.98550 5.23153 -0.93025 -0.03 0.53 0.20
C 0.37716 5.82040 0.13282 0.05 -0.01 -0.04
C -0.68847 5.14107 0.76745 0.14 -0.03 -0.24
C -1.11309 3.94304 0.28749 0.19 0.21 0.27
H 1.04369 3.57176 -2.14698 -0.17 0.07 0.06
H 1.81741 5.68263 -1.45293 0.03 -0.09 0.04
H 0.73694 6.75818 0.52190 0.09 0.08 -0.06
H -1.14499 5.57643 1.64509 -0.09 0.00 0.05
H -1.89851 3.38072 0.76412 -0.04 -0.02 0.00
C -0.11210 3.11131 4.87669 0.30 -0.09 0.32
O -1.10917 2.66826 3.97271 -0.06 -0.10 -0.41
C -1.14548 1.34298 3.73122 0.72 0.23 0.95
O -0.42393 0.55176 4.28538 -0.29 0.21 -0.01
C -2.15106 1.04795 2.70828 -0.74 0.65 -0.26
C -3.26322 1.83753 2.66832 0.87 -0.41 0.10
As -4.00902 1.84633 4.45707 -0.21 0.10 -0.02
C -5.67585 2.90358 4.34740 -0.06 -0.16 0.04
C -4.67939 0.01482 3.88418 0.21 0.17 -0.03
C -4.17259 -0.75592 2.91780 0.23 -0.01 -0.20
As -2.36580 -0.71509 1.90125 -0.44 -0.16 0.36
C -1.45217 -1.87816 3.20359 0.11 -0.07 0.12
C -4.81000 -2.01307 2.46644 0.10 -0.86 0.13
O -4.20404 -3.06178 2.51069 -0.20 0.19 0.08
O -6.03590 -2.00952 1.94453 0.06 -0.41 0.12
C -6.75911 -0.83890 1.60417 -0.28 0.52 -0.19
C -5.89294 -0.39089 4.64636 -0.57 -0.08 0.02
O -6.93637 0.21148 4.58326 0.18 -0.05 -0.07
O -5.83244 -1.45835 5.45722 -0.37 0.14 -0.06
C -4.65021 -2.18087 5.75045 0.57 -0.24 0.15
C -4.16101 1.79305 1.50609 -0.95 0.04 -0.76
O -5.32638 2.13730 1.50718 0.37 -0.01 -0.02
O -3.52715 1.36916 0.40956 0.17 0.19 0.54
C -4.25347 1.32133 -0.80601 -0.31 0.04 -0.38
H -0.39476 4.12505 5.15338 0.08 -0.04 -0.01
H 0.86406 3.10338 4.38655 -0.06 0.03 -0.01
H -0.07358 2.46225 5.75552 -0.02 0.12 -0.06
H -5.42363 3.90197 3.99060 0.15 -0.04 -0.03
H -6.09074 2.98756 5.35276 0.11 -0.06 0.00
H -6.41642 2.45895 3.69270 0.12 0.00 -0.03
H -1.67482 -1.63693 4.24118 0.03 0.10 -0.11
H -0.37669 -1.80167 3.04898 0.00 0.11 0.00
H -1.76110 -2.90203 2.99082 -0.12 0.15 -0.15
H -7.77592 -0.97125 1.97148 0.06 0.02 -0.03
H -6.76663 -0.75543 0.51504 -0.04 0.00 0.07
H -6.34041 0.06910 2.03106 -0.06 -0.10 -0.06
H -4.94032 -3.22673 5.84721 0.02 0.09 -0.01
H -4.24332 -1.82620 6.70197 -0.02 -0.03 -0.10
H -3.89291 -2.09640 4.97222 -0.09 -0.03 0.11
H -3.52051 1.07056 -1.56780 -0.07 0.05 0.06
H -4.70623 2.29385 -1.00979 0.04 -0.08 -0.01
H -5.03819 0.56492 -0.75715 -0.01 0.01 0.07
```
Positions in Å, forces in eV/Å.

Net charge: -1
Frontier orbital gap (Eh): 0.2131
Relative energy (zero: lowest compared OMol25 entry of this formula, charge and spin) (kJ/mol): 0.0
Spin multiplicity: 1
Energy (hartree): -13036.17488

---

3.
Entry from the Open Molecules 2025 dataset: C5H7N3 in the gas phase in a non-equilibrium geometry (ωB97M-V/def2-TZVPD).

```
15
Properties=species:S:1:pos:R:3:forces:R:3
H -0.60144 -0.70625 -2.23162 -0.84 -0.65 -0.07
N -1.53828 -1.17014 -2.14883 1.34 1.04 1.12
C -1.95308 -1.09203 -0.93856 -0.90 -0.27 -0.36
N -1.41923 -0.56718 0.24061 -0.78 -1.35 -1.36
C -0.17806 -0.04643 0.44302 -0.41 1.84 2.35
N -0.07269 0.54896 1.60461 -0.80 -0.47 -0.07
C 1.16158 1.14826 1.68677 1.54 -0.34 -1.61
C 1.90870 0.92830 0.57033 -0.21 0.13 0.86
C 1.02590 0.15743 -0.39618 0.42 0.23 -1.55
H -2.97673 -1.46819 -0.79189 0.40 0.03 0.29
H -1.98613 -0.63949 1.09896 0.54 0.25 -0.86
H 1.47985 1.73032 2.53838 -0.20 -0.17 0.16
H 2.95994 1.20502 0.51256 -0.41 -0.08 -0.57
H 1.40731 -0.76918 -0.84840 0.19 0.01 0.52
H 0.78235 0.74060 -1.33979 0.10 -0.20 1.15
```
Positions in Å, forces in eV/Å.

Frontier orbital gap (Eh): 0.3296
Relative energy (zero: lowest compared OMol25 entry of this formula, charge and spin) (kJ/mol): 178.5
Spin multiplicity: 1
Energy (hartree): -358.95038
Structure (SMILES): [H]/N=C\NC1=NC=CC1

---

4.
Entry from the Open Molecules 2025 dataset: 2 unconnected molecules or ions with the total composition C7H6FNO2 in a non-equilibrium geometry (ωB97M-V/def2-TZVPD).

```
17
Properties=species:S:1:pos:R:3:forces:R:3
C -1.36394 0.72686 -0.26611 2.59 -0.32 -0.38
C -0.53854 1.30140 0.75702 -1.52 -3.15 -2.77
C -0.78237 -0.35956 -0.98797 -0.39 1.63 1.54
C 0.60897 0.68001 1.17135 -0.44 -1.76 -2.13
C 0.44705 -0.90726 -0.64750 0.77 -0.11 -0.72
C 1.16338 -0.46710 0.44623 -4.34 3.02 1.21
C 2.40187 -0.99332 0.67894 5.14 0.00 -0.45
N 3.37719 0.32741 -0.56839 -1.49 -4.06 1.58
O 3.65800 -0.15724 -1.62724 0.35 0.52 -0.29
O 3.38522 1.42131 -0.15554 0.50 2.37 0.09
F 2.75655 -2.15284 0.08490 -0.55 0.52 0.30
H -2.26182 1.25446 -0.61034 0.30 -0.55 0.21
H -0.93525 2.13593 1.19526 -0.49 2.03 1.50
H -1.27074 -0.67428 -1.84979 -0.78 -0.75 -1.37
H 0.87924 1.14859 2.04045 2.17 0.40 2.10
H 1.07622 -1.56336 -1.27992 -1.32 0.02 0.04
H 2.98057 -0.87079 1.60865 -0.49 0.20 -0.47
```
Positions in Å, forces in eV/Å.

Frontier orbital gap (spin up / spin down) (Eh): 0.2899 / 0.2899
Relative energy (zero: lowest compared OMol25 entry of this formula, charge and spin) (kJ/mol): 406.2
Spin multiplicity: 1
Energy (hartree): -575.26541

---

> The highest energy belongs to which entry?

C5H7N3